Arrangement w

This record from the OMol25 dataset describes a single C3H5FOS molecule. The level of theory is ωB97M-V with the def2-TZVPD basis set.

Last column: Mulliken charge in e.
Cartesian coordinates (Å):
1 C 0.5133 1.5537 0.4465  -0.124
2 C -0.1391 0.1000 0.4041  -0.440
3 C -0.1839 -1.6923 -1.2475  -0.015
4 H 1.6583 1.3754 0.8460  0.211
5 H 0.3013 2.3573 -0.4637  0.241
6 H 0.2776 -0.5742 1.2676  0.299
7 H -1.2663 -0.0278 0.6951  0.336
8 H -0.2892 -1.7088 -2.4269  0.277
9 O 0.1397 -0.4815 -0.7789  -0.227
10 F -0.3123 2.0443 1.5628  -0.302
11 S -0.6994 -2.9461 -0.3051  -0.256

Computed properties:
LUMO energy (eV): 0.0
Total charge: 0
HOMO energy (eV): -9.2
Kohn-Sham gap (eV): 9.3

***

Arrangement x

This record from the OMol25 dataset describes a single C3H5FOS molecule. The level of theory is ωB97M-V with the def2-TZVPD basis set.

Last column: Mulliken charge in e.
Cartesian coordinates (Å):
1 C -0.8101 0.5726 -0.0909  0.572
2 C 0.5638 0.9546 -0.3215  -0.621
3 C 1.6299 0.3833 0.5792  -0.308
4 H 0.0781 -1.5983 0.0130  0.165
5 H 0.8220 2.1216 -0.3516  0.273
6 H 0.9233 0.7118 -1.2080  0.406
7 H 1.3386 0.0063 1.6367  0.253
8 H 2.4970 1.1982 0.7921  0.264
9 O -1.6719 1.4032 0.0358  -0.499
10 F 2.0172 -0.7016 -0.3431  -0.306
11 S -1.1712 -1.1758 0.0574  -0.199

Computed properties:
LUMO energy (eV): 0.7
Total charge: 0
HOMO energy (eV): -10.1
Kohn-Sham gap (eV): 10.9

***

So which one wins? Going from most stable to least: arrangement x, arrangement w.

***

Arrangement w

This record from the OMol25 dataset describes a single C3H5FOS molecule. The level of theory is ωB97M-V with the def2-TZVPD basis set.

Last column: Mulliken charge in e.
Cartesian coordinates (Å):
1 C -0.0261 -1.1572 -0.1278  -0.436
2 C -0.1616 1.3420 0.0747  -0.670
3 C 1.0390 -0.0707 -0.2276  -0.049
4 O -2.3788 -0.3281 0.8852  -0.585
5 F 1.9858 -0.0986 0.7972  -0.296
6 S -1.4917 -0.0281 -0.2351  0.435
7 H 0.0552 -1.7387 -1.1536  0.235
8 H -0.1458 -1.7089 0.8215  0.362
9 H -0.1071 1.6579 1.1251  0.322
10 H -0.1942 2.0031 -0.6946  0.365
11 H 1.4252 0.1274 -1.2648  0.315

Computed properties:
LUMO energy (eV): 0.7
Total charge: 0
HOMO energy (eV): -9.0
Kohn-Sham gap (eV): 9.6

***

Arrangement x

This record from the OMol25 dataset describes a single C3H5FOS molecule. The level of theory is ωB97M-V with the def2-TZVPD basis set.

Last column: Mulliken charge in e.
Cartesian coordinates (Å):
1 C -0.4839 -0.2160 0.2409  0.055
2 C 0.8128 -0.9492 0.3410  -0.453
3 C -0.4720 1.0343 1.0192  0.001
4 H 0.2013 0.3863 -1.9831  0.161
5 H -1.2421 -0.8825 0.7372  0.254
6 H 1.1682 -0.8641 1.3612  0.318
7 H 0.7109 -2.0150 0.1251  0.294
8 H -0.7521 2.0457 0.6075  0.346
9 O -0.0930 1.0161 2.2071  -0.486
10 F 1.8875 -0.4291 -0.4367  -0.294
11 S -0.9670 -0.1345 -1.5113  -0.194

Computed properties:
LUMO energy (eV): 0.3
Total charge: 0
HOMO energy (eV): -9.8
Kohn-Sham gap (eV): 10.1

***

So which one wins? Going from most stable to least: arrangement x, arrangement w.

***

Arrangement w

This record from the OMol25 dataset describes 2 unconnected molecules or ions with the total composition C7H16N. The level of theory is ωB97M-V with the def2-TZVPD basis set.

Last column: Mulliken charge in e.
Cartesian coordinates (Å):
1 C 2.7911 -1.4040 -0.6922  -1.353
2 C 1.2806 -1.4951 -1.0936  -0.347
3 C 0.4093 -0.8776 -0.1107  0.092
4 C -1.3997 0.4012 0.6831  -0.176
5 C -0.8586 -0.3448 -0.3362  0.678
6 C -1.5097 -0.5765 -1.6603  -1.369
7 C -2.5605 1.2740 0.7257  -1.417
8 N 0.9308 2.0823 2.3311  -0.568
9 H 3.4025 -1.8768 -1.4464  0.390
10 H 2.9114 -1.8488 0.2945  0.356
11 H 1.2324 -0.9216 -2.0276  0.307
12 H 1.0135 -2.5300 -1.3278  0.394
13 H 0.7300 -0.7300 0.9219  0.346
14 H 0.6588 2.0217 1.3801  0.207
15 H -0.9453 0.2437 1.6629  0.488
16 H -1.7174 -1.6227 -1.8733  0.370
17 H -2.4504 -0.0482 -1.8136  0.384
18 H -0.9092 -0.1669 -2.4784  0.334
19 H -2.7449 1.7332 1.6916  0.342
20 H -3.4702 0.6680 0.5683  0.414
21 H -2.6348 2.0553 -0.0322  0.360
22 H 1.5537 1.3354 2.5856  0.193
23 H 1.2611 2.9724 2.6723  0.220
24 H 3.0254 -0.3443 -0.6248  0.357

Computed properties:
LUMO energy (eV): -6.2
Total charge: +1
HOMO energy (eV): -13.3
Kohn-Sham gap (eV): 7.1

***

Arrangement x

This record from the OMol25 dataset describes 2 unconnected molecules or ions with the total composition C7H16N. The level of theory is ωB97M-V with the def2-TZVPD basis set.

Last column: Mulliken charge in e.
Cartesian coordinates (Å):
1 C -0.7633 1.7579 -0.4401  -0.669
2 C 0.1353 0.6532 -0.6384  -0.423
3 C 0.0596 1.3624 0.6985  0.826
4 C 1.1343 2.2294 1.3206  -1.749
5 C -0.7544 -1.7810 -2.0225  -1.358
6 C 0.9157 -2.2715 -0.1790  -1.162
7 C -0.3458 -1.5343 -0.5730  0.137
8 N -0.6766 0.5323 1.7523  -0.183
9 H -0.4686 2.7025 -0.8496  0.325
10 H -1.8479 1.4307 -0.4397  0.157
11 H 1.0557 0.4745 -1.1985  0.341
12 H 0.8295 3.1526 1.8500  0.379
13 H 1.7436 2.7876 0.4584  0.329
14 H 1.8985 1.8810 1.8899  0.504
15 H -0.9752 -2.8450 -2.1618  0.428
16 H -0.0802 -1.5493 -2.7412  0.398
17 H -1.7599 -1.2537 -2.3182  0.289
18 H 1.0662 -2.1309 0.9967  0.245
19 H 1.7515 -1.8724 -0.6822  0.313
20 H 0.7763 -3.2586 -0.3901  0.506
21 H -1.2871 -1.3324 -0.0005  0.386
22 H -0.2343 -0.3774 1.6912  0.186
23 H -1.6179 0.3215 1.2642  0.407
24 H -0.5550 0.9210 2.7131  0.389

Computed properties:
LUMO energy (eV): -3.3
Total charge: +1
HOMO energy (eV): -12.7
Kohn-Sham gap (eV): 9.4

***

So which one wins? Going from most stable to least: arrangement w, arrangement x.

***

Arrangement w

This record from the OMol25 dataset describes 2 unconnected molecules or ions with the total composition C7H16N. The level of theory is ωB97M-V with the def2-TZVPD basis set.

Last column: Mulliken charge in e.
Cartesian coordinates (Å):
1 C 3.0052 -0.6960 1.4019  -1.270
2 C 2.0385 -1.2022 0.3094  -0.377
3 C 1.0492 -0.0175 0.0476  -0.230
4 C -0.8044 0.9507 -1.1061  -0.172
5 C 0.0614 -0.1508 -0.9149  0.898
6 C -0.1254 -1.3452 -1.6871  -1.291
7 C -1.7284 0.9855 -2.2503  -1.292
8 N -2.8210 1.5486 2.8936  -0.676
9 H 4.0086 -1.2841 1.2542  0.341
10 H 3.2942 0.3496 1.3016  0.387
11 H 1.4440 -2.0793 0.4501  0.424
12 H 2.6942 -1.5009 -0.4751  0.377
13 H 1.0276 0.8693 0.6719  0.439
14 H -3.8080 1.7608 3.0999  0.235
15 H -0.5989 1.8706 -0.6206  0.398
16 H 0.7762 -1.5240 -2.3678  0.348
17 H -0.9597 -1.4077 -2.4140  0.330
18 H -0.1477 -2.3348 -1.0543  0.269
19 H -1.3554 0.5958 -3.2525  0.371
20 H -2.5121 0.2152 -2.0368  0.423
21 H -2.4576 1.8910 -2.2670  0.333
22 H -2.4915 1.0254 3.6397  0.219
23 H -2.2144 2.4114 2.8989  0.232
24 H 2.6254 -0.9313 2.4777  0.284

Computed properties:
LUMO energy (eV): -6.2
Total charge: +1
HOMO energy (eV): -12.9
Kohn-Sham gap (eV): 6.7

***

Arrangement x

This record from the OMol25 dataset describes 2 unconnected molecules or ions with the total composition C7H16N. The level of theory is ωB97M-V with the def2-TZVPD basis set.

Last column: Mulliken charge in e.
Cartesian coordinates (Å):
1 C -0.3331 -0.2378 -2.4575  -1.340
2 C 0.7298 0.3998 -1.5708  0.260
3 C 1.4909 1.3648 -2.0782  -0.211
4 C 2.5776 2.1014 -1.3461  -1.165
5 H 0.0199 -0.3279 -3.4773  0.431
6 H -0.5532 -1.2464 -2.1018  0.301
7 H -1.2553 0.3395 -2.4295  0.300
8 H 0.9593 0.0549 -0.5710  0.197
9 H 1.4274 1.6081 -3.1338  0.326
10 H 2.9067 1.6252 -0.4199  0.312
11 H 3.4766 2.1401 -1.9652  0.322
12 H 2.2956 3.1280 -1.1131  0.291
13 C -2.1108 -0.1635 0.3657  -1.072
14 C -1.7179 -0.8187 1.6527  -0.166
15 C -0.4694 -0.9651 2.0761  -0.205
16 N -0.2390 -1.6213 3.3931  -0.246
17 H -1.3335 0.5064 0.0133  0.285
18 H -2.2129 -0.9510 -0.3819  0.268
19 H -3.0488 0.3661 0.5055  0.392
20 H -2.4897 -1.2583 2.2800  0.217
21 H 0.4681 -0.6824 1.6273  0.408
22 H -1.1460 -1.8629 3.8033  0.352
23 H 0.2937 -2.4867 3.2891  0.368
24 H 0.2641 -1.0124 4.0402  0.375

Computed properties:
LUMO energy (eV): -3.7
Total charge: +1
HOMO energy (eV): -11.8
Kohn-Sham gap (eV): 8.0

***

So which one wins? Going from most stable to least: arrangement x, arrangement w.